Entry 1:
Molecular formula: C42H55F33N5O8
Method: DFT, the ωB97M-V functional and the def2-TZVPD basis

Each line ends with the Löwdin charge.
Geometry (Å):
C 11.1040 3.5017 -1.8170  -0.154
C 9.8706 2.8349 -2.6752  -0.269
C 8.4461 2.7459 -1.8324  -0.213
C 7.2023 2.9175 -2.8937  -0.203
C 5.9419 1.8771 -2.5853  -0.199
C 4.5276 2.6920 -2.2395  -0.197
C 3.1961 1.7353 -2.3273  -0.210
C 2.0178 2.2862 -3.3258  -0.193
C 0.6170 2.6588 -2.5034  -0.174
C 0.0327 1.3507 -1.6879  -0.121
N -1.4469 1.4076 -1.3839  0.008
C -2.6552 0.7744 -2.0354  -0.076
N -2.6530 -0.0249 -3.1496  -0.158
C -4.0190 -0.5246 -3.6660  -0.110
C -4.8291 -1.4489 -2.5800  -0.159
C -6.3020 -0.6896 -2.3528  -0.103
C -7.2404 -1.4145 -1.2209  -0.199
O -6.6757 -2.1127 -0.2305  -0.010
O -8.7182 -1.1902 -1.3544  -0.103
C -9.1679 -0.1221 -0.4482  -0.225
C -8.8348 1.4063 -0.9688  -0.104
N -1.5561 -0.3989 -3.9078  0.108
C -1.1533 -1.6419 -3.4756  0.046
O -0.4535 -2.6658 -2.9127  0.056
N -3.7955 1.2812 -1.1537  0.151
C -3.3397 2.1551 0.0061  -0.080
O -4.1077 2.7985 1.0887  0.036
N -1.8406 2.1651 -0.2920  -0.044
C -1.0785 3.0225 0.6930  -0.064
C -1.0474 4.5591 0.0562  -0.223
C -2.0162 5.6083 0.9162  -0.067
F -1.6716 4.5039 -1.3182  -0.121
H 10.9594 3.4527 -0.6540  0.063
H 12.0853 2.8839 -2.0973  0.081
H 11.2838 4.6285 -2.1663  0.083
H 10.2384 1.7577 -3.0141  0.111
H 9.7520 3.4829 -3.6523  0.103
H 8.4629 3.5710 -0.9975  0.110
H 8.4673 1.6893 -1.2904  0.114
H 6.7848 4.0104 -2.7958  0.107
H 7.6232 2.7432 -3.9868  0.112
H 5.8442 1.1951 -3.5445  0.090
H 6.2572 1.1615 -1.7011  0.113
H 4.4436 3.5637 -3.0359  0.111
H 4.6174 3.0731 -1.1363  0.114
H 3.5372 0.6854 -2.7470  0.106
H 2.7914 1.6116 -1.2322  0.098
H 2.4330 3.2172 -3.9452  0.127
H 1.7267 1.4027 -4.0566  0.110
H 0.8713 3.5658 -1.7772  0.110
H -0.1630 3.0515 -3.2984  0.126
H 0.3752 0.4016 -2.2983  0.130
H 0.6489 1.3021 -0.6665  0.129
H -3.8134 -1.2270 -4.6089  0.151
H -4.6803 0.3719 -4.0317  0.141
H -4.2514 -1.6130 -1.5722  0.121
H -5.0804 -2.5041 -3.0444  0.131
H -6.1429 0.4381 -2.0828  0.106
H -6.8840 -0.7460 -3.3910  0.145
H -10.3568 -0.1815 -0.3704  0.148
H -8.7730 -0.2091 0.6523  0.105
H -7.8023 1.7894 -0.5495  0.074
H -9.6598 2.1314 -0.5006  0.096
H -8.9119 1.5457 -2.1289  0.087
H -4.1242 2.1178 1.8499  0.167
H 0.0283 2.6975 0.8879  0.133
H -1.5992 3.0614 1.7656  0.154
H 0.0620 4.9645 -0.0629  0.152
H -1.7704 5.6100 2.0602  0.095
H -1.7765 6.6905 0.4757  0.103
H -3.1680 5.4332 0.6758  0.100
C -8.6929 -3.3791 3.8721  -0.054
C -8.6123 -2.0164 3.1676  -0.414
C -7.2740 -1.7015 2.5040  -0.299
F -6.2378 -1.7310 3.3709  0.082
F -7.2898 -0.4475 1.9708  0.059
F -8.9775 -1.0433 4.0454  0.121
F -9.5784 -2.0090 2.1939  0.104
O -8.4265 -3.3944 5.2836  0.035
C -7.0452 -3.3964 5.6372  -0.467
C -6.5828 -2.0839 6.2882  -0.254
F -6.8914 -1.0008 5.5294  0.082
F -5.2323 -2.0670 6.4546  0.094
F -6.3137 -3.7353 4.5491  0.127
F -6.8901 -4.4186 6.5207  0.121
H -9.7369 -3.7041 3.7955  0.151
H -8.1268 -4.1564 3.3448  0.139
H -7.0639 -2.4002 1.6904  0.139
H -7.0500 -1.9483 7.2657  0.178
C 3.8929 -3.4867 -4.7562  -0.053
C 4.6594 -4.7782 -4.4337  -0.428
C 5.3407 -4.8106 -3.0679  -0.286
F 6.2256 -3.8037 -2.8981  0.084
F 6.0445 -5.9673 -2.9137  0.095
F 5.5403 -5.0315 -5.4391  0.125
F 3.7523 -5.8062 -4.4776  0.102
O 4.5967 -2.4882 -5.5119  0.034
C 5.4789 -1.6659 -4.7512  -0.480
C 6.9626 -1.9204 -5.0578  -0.257
F 7.2916 -3.2324 -4.9371  0.088
F 7.7663 -1.2396 -4.1962  0.093
F 5.1787 -1.7977 -3.4372  0.108
F 5.1633 -0.3836 -5.0763  0.118
H 3.0617 -3.7768 -5.4092  0.150
H 3.4068 -3.0572 -3.8719  0.141
H 4.6059 -4.7648 -2.2603  0.174
H 7.2091 -1.6087 -6.0748  0.177
C -8.2479 -9.4687 4.2720  -0.049
C -8.0935 -10.2551 5.5825  -0.429
C -9.3786 -10.4508 6.3829  -0.285
F -9.9706 -9.2838 6.7201  0.085
F -9.1172 -11.0981 7.5533  0.092
F -7.1189 -9.6746 6.3335  0.121
F -7.6084 -11.4951 5.2529  0.102
O -7.9731 -8.0598 4.3268  0.034
C -9.0390 -7.2559 4.8276  -0.464
C -8.7420 -6.6420 6.2042  -0.263
F -8.3692 -7.5803 7.1124  0.091
F -9.8423 -6.0255 6.7151  0.102
F -10.1832 -7.9800 4.8054  0.122
F -9.2127 -6.2611 3.9167  0.130
H -7.4880 -9.8607 3.5862  0.150
H -9.2005 -9.6761 3.7698  0.147
H -10.0996 -11.0564 5.8283  0.175
H -7.9375 -5.9068 6.1374  0.139
C 11.8150 8.2823 2.2055  -0.049
C 11.2071 6.9060 2.5150  -0.428
C 11.5920 5.7888 1.5486  -0.284
F 11.2555 6.0619 0.2687  0.069
F 10.9471 4.6334 1.8745  0.082
F 9.8567 7.0336 2.6209  0.119
F 11.6377 6.5481 3.7672  0.102
O 11.0062 9.1896 1.4399  0.034
C 11.0199 8.9688 0.0313  -0.478
C 9.6835 8.4431 -0.5145  -0.260
F 9.2603 7.3367 0.1495  0.079
F 9.7923 8.0899 -1.8241  0.092
F 12.0697 8.1712 -0.2781  0.119
F 11.2943 10.1765 -0.5306  0.140
H 11.9400 8.7877 3.1701  0.152
H 12.8326 8.2089 1.8031  0.148
H 12.6653 5.5865 1.5880  0.177
H 8.9024 9.2011 -0.4280  0.174

Computed properties:
total charge = +1
E = -5803.7333 Eh
F_max = 12.0 eV/Å


Entry 2:
Molecular formula: C7H12O3
Method: DFT, the ωB97M-V functional and the def2-TZVPD basis

Each line ends with the natural charge from an NBO analysis.
Geometry (Å):
C -1.6227 1.1307 0.7599  -0.610
C -0.5638 0.1274 1.2080  -0.397
C -0.1373 -0.8332 0.0992  -0.136
C -1.2519 -1.6846 -0.4911  -0.606
C 0.7340 -0.2164 -0.9648  0.434
O 1.6119 0.6390 -0.5794  -0.697
C 2.1557 -0.9880 1.0005  0.825
O 2.9536 -0.7998 1.8385  -0.411
C 1.1109 -1.6635 0.4156  -0.575
H -1.2653 1.7157 -0.0996  0.207
H -2.5666 0.6390 0.4888  0.204
H -1.8426 1.8332 1.5752  0.222
H 0.2976 0.6939 1.5911  0.227
H -0.9195 -0.4820 2.0514  0.214
H -2.0082 -1.0480 -0.9692  0.224
H -0.8636 -2.3856 -1.2425  0.216
H -1.7285 -2.2658 0.3100  0.224
H 0.7929 -0.6561 -1.9760  0.169
H 1.2903 -2.6561 0.0017  0.279
O 1.5445 3.1165 -1.9148  -0.963
H 1.5938 2.2935 -1.3991  0.494
H 0.6849 3.4903 -1.7033  0.455

Computed properties:
relative energy (zero: lowest compared OMol25 entry of this formula, charge and spin) = 57.9 kcal per mole
total charge = 0
F_max = 4.1 eV/Å


Entry 3:
Molecular formula: C3H10O3
Method: DFT, the ωB97M-V functional and the def2-TZVPD basis

Each line ends with the natural charge from an NBO analysis.
Geometry (Å):
C 0.6137 1.0740 0.8101  -0.102
O -0.4277 1.7691 0.0546  -0.779
C 1.1818 0.0764 -0.1752  -0.196
C 2.4829 -0.1892 -0.1701  -0.379
H 0.0311 0.5674 1.6009  0.191
H 1.2876 1.7762 1.3068  0.187
H -0.4136 2.7253 0.1299  0.486
H 0.4309 -0.5181 -0.6681  0.213
H 2.8469 -1.1120 -0.6034  0.196
H 3.2766 0.3305 0.3520  0.195
H -1.7840 -1.6573 0.0618  0.493
H -0.8974 -2.7245 -0.6746  0.461
O -1.5761 -2.6200 0.0204  -0.976
H -3.1435 -0.0603 -0.5182  0.488
H -1.7095 0.7018 -0.7793  0.517
O -2.1997 -0.1395 -0.7474  -0.995

Computed properties:
relative energy (zero: lowest compared OMol25 entry of this formula, charge and spin) = 27.0 kcal per mole
total charge = 0
F_max = 2.4 eV/Å
SMILES = C=CCO.O.O


Entry 4:
Molecular formula: C9H14ClO2P
Method: DFT, the ωB97M-V functional and the def2-TZVPD basis

Each line ends with the natural charge from an NBO analysis.
Geometry (Å):
C -4.2268 -1.4160 1.0972  -0.231
C -3.0809 -1.1827 0.7240  -0.339
P -1.4343 -0.4105 0.2400  0.488
C -0.6256 -0.0023 1.8834  -0.722
C -0.9086 1.4387 2.4773  -0.149
C -2.3567 2.0348 2.2308  -0.662
Cl -0.7341 1.2602 4.3265  -0.125
H -5.1657 -1.4371 1.7055  0.257
H -1.6617 0.7784 -0.5333  0.024
H 0.4995 -0.0606 1.7000  0.262
H -0.8258 -0.8147 2.6541  0.273
H -0.1324 2.1957 2.1778  0.231
H -2.8357 2.2569 3.2398  0.238
H -3.0744 1.3609 1.6871  0.233
H -2.2576 3.0565 1.7385  0.223
O 1.9875 1.0292 -0.4142  -0.579
C 2.0921 0.2685 -1.3399  0.797
O 1.5392 0.4756 -2.5630  -0.486
C 1.7650 -0.6735 -3.3913  -0.072
C 2.9610 -1.3735 -2.7831  -0.429
C 2.8044 -1.0600 -1.3073  -0.532
H 0.8663 -1.2960 -3.3754  0.184
H 1.9550 -0.3542 -4.4163  0.198
H 2.9939 -2.4406 -3.0050  0.224
H 3.8846 -0.9232 -3.1579  0.209
H 2.1706 -1.7910 -0.8003  0.243
H 3.7689 -0.9755 -0.8091  0.244

Computed properties:
total charge = 0
E = -1303.2500 Eh
F_max = 2.3 eV/Å
SMILES = C#CPC[C@@H](C)Cl.O=C1CCCO1


Entry 5:
Molecular formula: C16H26ClF13NO4PS
Method: DFT, the ωB97M-V functional and the def2-TZVPD basis

Each line ends with the natural charge from an NBO analysis.
Geometry (Å):
C 1.7012 2.9413 -2.7225  -0.627
C 0.6116 3.4784 -3.6698  -0.392
C -0.1553 2.3913 -4.4163  -0.413
C -0.8362 1.4007 -3.4720  -0.065
O -0.0144 0.2396 -3.4127  -0.565
C -0.2587 -0.6186 -2.3342  0.117
O -1.6184 -0.6258 -2.0458  -0.548
C -2.0487 -1.1268 -0.7953  0.093
C -3.5547 -0.8664 -0.7396  -0.438
C -3.9777 0.5581 -1.0598  -0.209
N -5.2498 0.5803 -1.8271  -0.835
C -1.3160 -0.5775 0.4337  0.081
C -1.7810 -1.3400 1.6838  -0.419
C -0.6440 -1.8050 2.5970  -0.474
C -0.1570 -0.7774 3.6067  0.658
F -0.6533 0.4556 3.2793  -0.327
F -0.5861 -1.0293 4.8568  -0.313
C 1.3846 -0.5306 3.5778  0.582
F 1.6759 -0.1617 2.2987  -0.316
F 1.6729 0.5157 4.3874  -0.297
C 2.2484 -1.7381 3.9871  0.572
F 2.1246 -2.7535 3.0927  -0.299
F 1.7232 -2.1768 5.1739  -0.302
C 3.7583 -1.5033 4.3366  0.460
F 4.2465 -2.7303 4.6839  -0.297
F 3.8314 -0.6881 5.4282  -0.293
S 4.8619 -0.7723 2.9706  2.384
F 5.7392 -2.0812 2.8614  -0.447
F 5.8684 -0.2194 4.0677  -0.451
F 4.0280 0.5614 3.0640  -0.455
F 3.8974 -1.3340 1.8616  -0.457
F 5.7346 -0.1095 1.8447  -0.439
O -1.5219 0.8018 0.5978  -0.552
C -0.4317 1.6587 0.3611  -0.238
P 0.5523 -2.1924 -2.9885  1.045
O -0.3177 -2.3418 -4.3586  -0.957
Cl -0.2712 -3.6849 -1.8220  -0.333
H 1.5542 3.3242 -1.7204  0.205
H 1.7025 1.8582 -2.6677  0.212
H 2.6798 3.2328 -3.0817  0.212
H 1.0641 4.1559 -4.3862  0.204
H -0.1058 4.0565 -3.0942  0.191
H -0.8922 2.8696 -5.0534  0.206
H 0.5208 1.8317 -5.0552  0.213
H -0.9020 1.8542 -2.4866  0.168
H -1.8185 1.1664 -3.8615  0.192
H 0.3729 -0.2716 -1.5108  0.146
H -1.9410 -2.2051 -0.7480  0.191
H -3.9651 -1.2022 0.2043  0.204
H -3.9981 -1.5035 -1.5015  0.230
H -3.2236 1.1098 -1.6015  0.197
H -4.1170 1.0918 -0.1213  0.175
H -5.2639 1.4344 -2.3674  0.351
H -6.0068 0.7059 -1.1691  0.346
H -0.2592 -0.8247 0.3268  0.171
H -2.2521 -2.2569 1.3423  0.215
H -2.5444 -0.7824 2.2099  0.237
H 0.1642 -2.1319 1.9558  0.231
H -0.9646 -2.6940 3.1281  0.242
H -0.6520 2.3614 -0.4382  0.171
H 0.4886 1.1356 0.1154  0.170
H -0.2407 2.2456 1.2558  0.188
H 0.3336 -2.3603 -5.0622  0.500

Computed properties:
total charge = 0
E = -3478.8931 Eh
F_max = 1.5 eV/Å
SMILES = CCCCO[C@@H](O[C@H](CCN)[C@H](CCC(F)(F)C(F)(F)C(F)(F)C(F)(F)S(F)(F)(F)(F)F)OC)P(O)Cl


Entry 6:
Molecular formula: C6H5O6Zr
Method: DFT, the ωB97M-V functional and the def2-TZVPD basis

Each line ends with the natural charge from an NBO analysis.
Geometry (Å):
O -0.0466 2.8589 -3.4924  -0.323
C 0.2112 1.9162 -2.8904  0.410
Zr 0.2126 -0.6870 -0.1882  1.984
O 0.1386 2.6933 0.3847  -0.188
C 0.1651 1.5868 0.0371  0.393
C 0.1685 -1.2859 -2.1799  0.077
O 0.1494 -2.3845 -1.5322  -0.430
C 2.1802 0.4422 -0.7561  0.463
O 3.0951 1.1384 -0.9768  -0.177
C -1.7314 0.4548 -0.7352  0.452
O -2.6737 1.1161 -0.9250  -0.171
H 0.1911 -0.8863 -3.1927  0.275
C -0.6376 -0.9550 2.9178  -0.278
O 0.2996 -1.2894 1.8890  -0.801
H -1.4887 -0.4022 2.4949  0.207
H -0.0949 -0.3629 3.6507  0.259
H -0.9783 -1.8677 3.3937  0.270
H 0.8398 -2.0856 2.1011  0.576

Computed properties:
relative energy (zero: lowest compared OMol25 entry of this formula, charge and spin) = 0.0 kcal per mole
total charge = +3
F_max = 8.2 eV/Å